# 1
{
  "formula": "C4H8O",
  "method": "ωB97M-V/def2-TZVPD",
  "symbols": ["C", "C", "C", "C", "O", "H", "H", "H", "H", "H", "H", "H", "H"],
  "xyz": [[0.640486, -1.407719, 0.600518], [0.219642, -0.399308, -0.456736], [-1.045659, 0.470131, -0.176105], [-0.304727, 1.774946, -0.137057], [-0.090175, 2.448361, -1.114831], [0.010227, -2.297562, 0.665435], [0.661902, -0.917122, 1.582185], [1.668382, -1.720830, 0.383841], [1.069742, 0.289822, -0.480220], [0.187933, -0.790460, -1.478206], [-1.799851, 0.428796, -0.973621], [-1.514261, 0.227979, 0.782336], [0.296358, 1.892965, 0.802460]],
  "forces_ev_per_angstrom": [[0.003, -0.131, 0.079], [0.310, -0.093, -0.077], [0.088, -0.064, 0.007], [0.286, -0.017, -0.417], [-0.418, 0.355, 0.502], [-0.033, 0.116, -0.015], [-0.069, -0.168, -0.122], [-0.211, -0.124, 0.081], [0.049, -0.099, -0.225], [-0.152, -0.194, 0.244], [0.376, 0.051, 0.193], [0.142, -0.019, -0.091], [-0.369, 0.385, -0.159]],
  "mulliken_charge": [-1.14, -0.40, -0.40, -0.08, -0.48, 0.32, 0.30, 0.34, 0.27, 0.35, 0.29, 0.29, 0.34],
  "orbital_gap_ev": 10.78,
  "e_above_lowest_kj_mol": 79.1,
  "lumo_energy_ev": 1.1,
  "total_energy_ev": -6324.3482,
  "largest_force_ev_per_a": 0.744
}

---

# 2
{
  "formula": "C4H8O",
  "method": "ωB97M-V/def2-TZVPD",
  "symbols": ["C", "C", "C", "C", "O", "H", "H", "H", "H", "H", "H", "H", "H"],
  "xyz": [[-1.234017, 0.774487, 0.534713], [0.054814, -0.061382, -0.601814], [0.638210, -1.486532, -0.537371], [0.752884, 0.851286, 0.265963], [1.281133, 0.504665, 1.311858], [-1.635543, -0.032972, 1.133838], [-0.966542, 1.559789, 1.287127], [-1.937458, 1.260353, -0.134675], [-0.186393, 0.249993, -1.627352], [1.731273, -1.424412, -0.716516], [0.255446, -2.204993, -1.273992], [0.554173, -1.875647, 0.473148], [0.692017, 1.885369, -0.114927]],
  "forces_ev_per_angstrom": [[-0.507, -0.698, -0.555], [-0.450, 0.359, 0.633], [-0.383, 0.101, 0.330], [1.197, 0.294, -0.134], [0.639, 0.361, -0.247], [-0.203, -0.298, -0.270], [0.424, -0.817, -0.945], [-0.204, -0.426, -0.152], [-0.058, 0.314, 0.650], [-0.536, 0.317, 0.055], [-0.287, 0.376, 0.304], [-0.107, -0.220, -0.009], [0.473, 0.337, 0.339]],
  "mulliken_charge": [-1.06, 0.00, -1.08, 0.03, -0.62, 0.35, 0.36, 0.34, 0.34, 0.28, 0.35, 0.29, 0.41],
  "orbital_gap_ev": 10.02,
  "e_above_lowest_kj_mol": 249.7,
  "lumo_energy_ev": 0.9,
  "total_energy_ev": -6322.5801,
  "largest_force_ev_per_a": 1.319
}

---

# 3
{
  "formula": "C4H8O",
  "method": "ωB97M-V/def2-TZVPD",
  "symbols": ["C", "C", "O", "C", "C", "H", "H", "H", "H", "H", "H", "H", "H"],
  "xyz": [[0.127370, 0.846028, 1.181532], [0.026030, -0.278972, 0.177119], [0.153334, -1.560731, 0.735790], [0.486355, -0.098647, -1.246308], [-0.984662, -0.192515, -0.910580], [0.273517, 1.814924, 0.691825], [0.970473, 0.684883, 1.863891], [-0.787070, 0.895208, 1.783228], [1.024304, -1.614962, 1.143335], [0.878960, 0.869527, -1.546808], [0.929047, -0.957874, -1.744956], [-1.594996, 0.705103, -0.967620], [-1.502662, -1.111973, -1.160448]],
  "forces_ev_per_angstrom": [[-0.015, 0.053, 0.026], [-0.057, 0.248, -0.109], [-0.020, -0.059, 0.054], [0.162, 0.028, -0.061], [-0.264, -0.011, 0.039], [-0.063, -0.180, 0.036], [-0.056, 0.037, -0.128], [0.158, -0.019, -0.037], [0.014, -0.063, -0.026], [-0.033, -0.168, 0.061], [-0.062, 0.169, 0.161], [0.130, -0.123, -0.003], [0.105, 0.088, -0.011]],
  "mulliken_charge": [-1.29, 1.00, -0.55, -0.79, -0.68, 0.32, 0.38, 0.26, 0.34, 0.24, 0.26, 0.24, 0.27],
  "orbital_gap_ev": 10.67,
  "e_above_lowest_kj_mol": 90.2,
  "lumo_energy_ev": 1.0,
  "total_energy_ev": -6324.2332,
  "largest_force_ev_per_a": 0.277
}

---

# 4
{
  "formula": "C4H8O",
  "method": "ωB97M-V/def2-TZVPD",
  "symbols": ["C", "C", "C", "C", "H", "H", "H", "H", "H", "H", "H", "H", "O"],
  "xyz": [[-0.972830, 1.285081, 0.796226], [0.241776, 0.643706, 0.323893], [0.022849, -0.840966, 0.213480], [0.775741, -1.532360, -1.001258], [-0.883731, 2.425404, 0.948033], [-1.648428, 1.640250, 0.109026], [-1.614832, 0.687274, 1.838641], [1.002272, 0.646987, 0.854996], [0.612192, 0.953489, -0.647270], [0.792079, -0.858261, -2.283238], [0.644386, -2.421834, -1.142267], [1.616475, -1.168495, -0.889538], [-0.587951, -1.460274, 0.879277]],
  "forces_ev_per_angstrom": [[-1.898, 2.073, 5.151], [-5.368, -1.558, -5.463], [6.016, 4.947, -10.100], [-6.179, 10.302, -2.659], [1.113, -1.384, 1.580], [-2.329, -1.363, -2.605], [2.286, 2.100, -3.540], [7.022, 0.955, 5.770], [-0.387, 0.471, -0.283], [-1.079, -1.948, 3.708], [-1.311, -9.890, -1.325], [9.162, 2.242, 1.431], [-7.048, -6.946, 8.336]],
  "mulliken_charge": [-0.96, -0.63, 0.76, -1.60, 0.31, 0.36, 0.18, 0.44, 0.30, 0.20, 0.50, 0.51, -0.37],
  "orbital_gap_ev": 10.10,
  "e_above_lowest_kj_mol": 581.3,
  "lumo_energy_ev": 0.8,
  "total_energy_ev": -6319.1436,
  "largest_force_ev_per_a": 12.939
}

---

# 5
{
  "formula": "C4H8O",
  "method": "ωB97M-V/def2-TZVPD",
  "symbols": ["C", "C", "O", "C", "C", "H", "H", "H", "H", "H", "H", "H", "H"],
  "xyz": [[-1.185042, -0.731423, 0.640936], [-0.216345, 0.103392, -0.185560], [-0.828976, 0.645053, -1.333324], [1.146212, -0.472444, -0.392717], [1.005222, 0.894437, 0.224854], [-0.858270, -0.927707, 1.666786], [-1.275037, -1.702445, 0.136277], [-2.189331, -0.296032, 0.665437], [-1.064096, 1.550362, -1.090698], [1.424368, -1.274903, 0.286858], [1.498240, -0.577527, -1.412069], [1.305793, 1.078101, 1.251364], [1.237263, 1.711135, -0.458148]],
  "forces_ev_per_angstrom": [[0.003, 0.051, 0.045], [0.154, -0.239, 0.142], [-0.085, 0.090, -0.117], [0.063, -0.168, -0.135], [-0.022, 0.116, 0.142], [0.102, 0.158, -0.152], [-0.062, 0.178, 0.122], [0.232, 0.124, 0.077], [-0.094, -0.208, -0.240], [-0.080, 0.056, -0.200], [0.092, 0.140, 0.106], [-0.156, -0.223, -0.048], [-0.147, -0.075, 0.257]],
  "mulliken_charge": [-1.27, 0.90, -0.55, -0.70, -0.73, 0.31, 0.29, 0.36, 0.34, 0.24, 0.28, 0.26, 0.29],
  "orbital_gap_ev": 10.93,
  "e_above_lowest_kj_mol": 110.7,
  "lumo_energy_ev": 1.1,
  "total_energy_ev": -6324.0205,
  "largest_force_ev_per_a": 0.331
}

---

# 6
{
  "formula": "C4H8O",
  "method": "ωB97M-V/def2-TZVPD",
  "symbols": ["O", "C", "C", "C", "C", "H", "H", "H", "H", "H", "H", "H", "H"],
  "xyz": [[2.038812, 0.782115, -0.077216], [0.872196, 0.522522, 0.044531], [0.035329, -0.099882, 1.164402], [-1.200104, -0.008407, 0.231233], [-0.361918, 0.749813, -0.830917], [0.009608, 0.584797, 2.017141], [0.327983, -1.092280, 1.522803], [-2.047404, 0.548378, 0.637119], [-1.559773, -0.982257, -0.113371], [-0.567165, 1.822852, -0.887936], [-0.343134, 0.342488, -1.847147], [1.713877, -1.392328, -0.911323], [1.081697, -1.777811, -0.949315]],
  "forces_ev_per_angstrom": [[-0.581, -0.010, 0.109], [0.423, 0.231, 0.020], [0.062, 0.013, 0.162], [-0.198, -0.026, 0.021], [0.013, 0.133, -0.111], [-0.078, -0.091, -0.002], [0.056, 0.202, -0.136], [0.126, -0.087, -0.062], [0.114, 0.171, 0.056], [-0.090, -0.080, -0.043], [0.124, 0.058, 0.208], [-0.017, -0.276, -0.113], [0.048, -0.236, -0.109]],
  "mulliken_charge": [-0.57, 0.04, -0.30, -0.48, -0.30, 0.26, 0.26, 0.28, 0.25, 0.26, 0.26, 0.02, 0.01],
  "orbital_gap_ev": 10.64,
  "e_above_lowest_kj_mol": 175.4,
  "lumo_energy_ev": 1.1,
  "total_energy_ev": -6323.3496,
  "largest_force_ev_per_a": 0.591
}

---

# 7
{
  "formula": "C4H8O",
  "method": "ωB97M-V/def2-TZVPD",
  "symbols": ["C", "C", "O", "H", "H", "H", "H", "C", "C", "H", "H", "H", "H"],
  "xyz": [[-1.564585, -0.522042, 0.363613], [-1.860831, -0.323543, -1.158120], [-2.925288, -0.744124, -1.670158], [-0.811909, -1.316491, 0.396893], [-1.107797, 0.290832, 1.042953], [-2.601464, -0.738281, 0.728305], [-0.925034, -0.078075, -1.926373], [1.895523, 1.209537, 0.214627], [2.102894, -0.110081, 0.527373], [1.838886, 2.013409, 0.950202], [1.621205, 1.566629, -0.826837], [2.665816, -0.294956, 1.424571], [1.672590, -0.952816, -0.067048]],
  "forces_ev_per_angstrom": [[-0.880, 1.467, -0.103], [-0.323, -1.645, -2.255], [3.335, 1.815, 1.835], [-0.539, -0.328, 0.160], [-0.741, -0.745, -1.707], [1.229, -0.440, 0.196], [-2.115, -0.126, 1.888], [-0.694, -1.402, -1.151], [-0.826, 2.117, -0.937], [1.086, -0.252, -0.030], [-0.229, -0.810, 1.376], [-0.506, -0.495, 0.569], [1.202, 0.843, 0.159]],
  "mulliken_charge": [-0.71, 0.23, -0.47, 0.17, 0.27, 0.30, 0.21, -0.49, -0.48, 0.26, 0.22, 0.23, 0.26],
  "orbital_gap_ev": 10.81,
  "e_above_lowest_kj_mol": 256.1,
  "lumo_energy_ev": 0.9,
  "total_energy_ev": -6322.5135,
  "largest_force_ev_per_a": 4.218
}

---

# 8
{
  "formula": "C4H8O",
  "method": "ωB97M-V/def2-TZVPD",
  "symbols": ["C", "C", "C", "O", "H", "H", "H", "H", "C", "H", "H", "H", "H"],
  "xyz": [[0.177553, -1.041511, -0.804664], [1.337043, -1.006312, -0.146487], [2.009703, 0.275421, 0.119711], [1.485900, 1.342325, -0.127410], [-0.361125, -1.957391, -0.997803], [-0.270585, -0.157438, -1.244467], [1.860483, -1.876027, 0.223542], [3.019578, 0.201318, 0.581871], [-1.834906, 0.833842, 0.485256], [-1.881533, 1.638858, -0.250529], [-2.274408, 1.143344, 1.433534], [-2.486591, 0.033276, 0.120686], [-0.781115, 0.570294, 0.606755]],
  "forces_ev_per_angstrom": [[0.343, -0.287, -0.376], [-0.157, 0.008, -0.210], [-0.328, 0.518, -0.190], [0.564, -0.254, 0.214], [0.103, -0.210, 0.093], [0.285, 0.004, 0.202], [-0.255, -0.287, 0.032], [-0.209, 0.206, -0.109], [-0.410, 0.208, 0.030], [-0.046, 0.111, 0.204], [0.181, 0.260, -0.032], [0.498, -0.187, -0.019], [-0.570, -0.088, 0.162]],
  "mulliken_charge": [-0.79, -0.08, 0.04, -0.48, 0.25, 0.40, 0.34, 0.33, -1.00, 0.27, 0.32, 0.26, 0.14],
  "orbital_gap_ev": 10.10,
  "e_above_lowest_kj_mol": 136.2,
  "lumo_energy_ev": 0.0,
  "total_energy_ev": -6323.7566,
  "largest_force_ev_per_a": 0.654
}

---

# 9
{
  "formula": "C4H8O",
  "method": "ωB97M-V/def2-TZVPD",
  "symbols": ["O", "C", "C", "C", "C", "H", "H", "H", "H", "H", "H", "H", "H"],
  "xyz": [[2.188882, -0.711594, 0.143023], [1.392272, 0.250732, 0.472146], [0.016211, 0.172147, -0.025455], [-1.305428, 0.806524, 0.098940], [-1.156461, -0.707667, 0.071178], [1.505528, -0.679250, -1.345206], [1.759128, 1.296355, 0.489074], [0.855032, 0.112912, 1.490545], [0.825400, -0.346721, -1.667553], [-1.565738, 1.298385, 1.033198], [-1.697906, 1.299539, -0.787598], [-1.299458, -1.260919, 0.996637], [-1.464214, -1.242319, -0.823142]],
  "forces_ev_per_angstrom": [[-0.015, 0.021, -0.034], [-0.175, 0.170, -0.151], [0.039, -0.066, 0.097], [-0.055, 0.185, -0.024], [0.004, -0.181, -0.045], [-0.039, 0.025, 0.090], [-0.016, -0.175, -0.002], [0.001, -0.009, 0.078], [0.001, 0.002, 0.003], [0.067, -0.086, -0.137], [0.077, -0.093, 0.124], [0.059, 0.097, -0.132], [0.052, 0.110, 0.133]],
  "mulliken_charge": [-0.64, 0.15, -0.01, -0.54, -0.39, 0.15, 0.30, 0.11, -0.03, 0.25, 0.23, 0.21, 0.22],
  "orbital_gap_ev": 8.67,
  "e_above_lowest_kj_mol": 566.9,
  "lumo_energy_ev": -0.5,
  "total_energy_ev": -6319.2922,
  "largest_force_ev_per_a": 0.287
}